1.
DFT (ωB97M-V/def2-TZVPD) results for a single C4H3I molecule at a distorted geometry.

```
8
Properties=species:S:1:pos:R:3:forces:R:3
C 1.062874 0.900364 -0.083974 3.86 -1.05 -0.63
I 4.210362 -0.004965 0.075187 0.54 0.64 0.18
H 0.343556 1.409254 -0.487050 -3.82 3.76 -1.27
C 1.119859 -0.577825 -0.154617 1.73 3.15 2.01
H -0.969747 -0.349303 -0.068704 0.49 0.39 0.64
C -0.074729 -0.943359 0.193700 -3.06 -1.36 -0.97
H -0.411124 -1.893132 0.415161 -0.13 -2.45 0.30
C 2.247496 0.473449 0.013169 0.40 -3.07 -0.26
```
Forces are in eV/Å.

Properties
total energy = -12290.715 eV
SMILES = C=C1C=C1I
molecular weight = 177.972 g/mol
highest occupied orbital energy = -8.37 eV
ΔE to the lowest compared entry with this formula, charge and spin = 87.3 kcal/mol

---

2.
DFT (ωB97M-V/def2-TZVPD) results for C4H3I4NO as an isolated structure at a distorted geometry.

```
13
Properties=species:S:1:pos:R:3:forces:R:3
C -2.174210 -0.147531 -0.227769 0.05 1.16 -0.63
O -0.437680 -0.076574 2.616577 -0.87 -0.49 0.59
C 1.493382 -0.067043 1.272742 -1.50 -0.28 -0.28
H 2.614352 -1.060702 -0.332572 -0.46 3.08 0.92
I -1.060531 -1.443809 -2.752842 -0.23 0.50 0.21
H 1.892732 0.662633 -0.653239 -0.51 0.37 -0.84
C -1.769238 0.114179 -1.487570 0.12 -0.80 0.59
C 2.370476 0.068673 0.083169 1.73 -2.74 0.93
H 3.313220 0.600372 0.408582 -0.88 -0.86 -0.53
I -2.653664 1.542615 1.006376 -0.19 -0.88 -0.20
I -2.418167 -2.064041 0.547199 -0.02 0.36 0.07
N 0.472795 -0.148503 1.847141 2.66 0.81 -0.70
I -1.643461 2.019737 -2.327797 0.10 -0.23 -0.15
```
Forces are in eV/Å.

Properties
total energy = -40132.201 eV
molecular weight = 588.690 g/mol
highest occupied orbital energy = -8.74 eV
ΔE to the lowest compared entry with this formula, charge and spin = 40.7 kcal/mol

---

3.
DFT (ωB97M-V/def2-TZVPD) results for C4H3LiNaO2 as an isolated structure at a distorted geometry.

```
11
Properties=species:S:1:pos:R:3:forces:R:3
C 0.138188 -0.166285 -0.710205 -0.25 0.74 -0.28
C 1.057175 0.337153 0.350424 0.43 -0.20 -0.17
C -0.242414 -0.378056 -1.994315 -0.05 0.43 0.02
O 0.427983 0.354473 1.565525 -0.03 -0.02 0.27
Li 0.446995 0.748591 3.255173 0.04 -0.04 -0.17
H 0.069576 -0.313674 -3.036599 -0.08 -0.18 0.35
Na -1.706399 -0.485935 1.771525 -0.03 0.05 -0.17
C -1.219038 -0.436148 -0.981219 -0.25 -1.15 0.11
O -2.341642 -0.697825 -0.545507 0.52 0.48 -0.12
H 1.403703 1.339837 0.017298 -0.14 -0.24 0.02
H 1.965874 -0.302131 0.307897 -0.18 0.14 0.14
```
Forces are in eV/Å.

Properties
total energy = -12910.515 eV
molecular weight = 112.997 g/mol
2S+1 = 2
highest occupied orbital energy (spin up / spin down) = -3.93 / -9.45 eV
ΔE to the lowest compared entry with this formula, charge and spin = 8.0 kcal/mol

---

4.
DFT (ωB97M-V/def2-TZVPD) results for a 2-piece molecular cluster, C4H3N3 overall at a distorted geometry.

```
10
Properties=species:S:1:pos:R:3:forces:R:3
N -0.520725 -1.429547 2.112241 0.64 -0.34 -0.48
C 0.745987 -0.941638 0.014394 1.78 3.87 -2.04
H 1.725010 -0.445104 0.152288 -0.37 -0.95 -0.16
N -0.267288 -0.995938 -2.323957 -0.20 0.08 -1.13
C 0.270359 -0.964738 -1.312689 -0.36 -0.99 0.87
N -1.101538 1.866063 0.087282 4.19 -0.61 -0.02
H -1.985357 1.514772 -0.087843 -2.31 -1.03 -0.23
C -0.042624 1.269746 0.066996 0.68 0.11 0.46
H 1.058998 1.440275 0.143244 -1.53 0.65 -0.02
C 0.117180 -1.313891 1.148044 -2.54 -0.80 2.75
```
Forces are in eV/Å.

Properties
total energy = -8662.110 eV
molecular weight = 93.089 g/mol
highest occupied orbital energy = -8.81 eV
ΔE to the lowest compared entry with this formula, charge and spin = 99.2 kcal/mol

---

5.
DFT (ωB97M-V/def2-TZVPD) results for C4H3N3 as an isolated structure at a distorted geometry.

```
10
Properties=species:S:1:pos:R:3:forces:R:3
H 0.088940 -2.081508 -0.205983 -0.09 0.35 -0.11
C 0.235081 -1.011438 -0.071242 0.07 0.25 0.23
C 0.562397 1.707654 0.204664 1.89 0.57 0.78
N -2.124959 1.856867 -0.305968 1.02 -0.75 0.18
H 2.150254 -1.057926 0.990905 -0.30 -0.03 -0.09
N 1.263416 0.855252 0.641803 -0.29 0.69 -0.45
C 1.311237 -0.525444 0.565870 -0.30 -0.23 -0.01
C -1.193041 1.141138 -0.266597 -1.59 -0.97 -0.57
N -0.748965 -0.181338 -0.608470 -0.46 0.26 0.16
H -1.562436 -0.666950 -0.950256 0.05 -0.14 -0.12
```
Forces are in eV/Å.

Properties
total energy = -8662.642 eV
molecular weight = 93.089 g/mol
highest occupied orbital energy = -9.27 eV
ΔE to the lowest compared entry with this formula, charge and spin = 86.9 kcal/mol

---

6.
DFT (ωB97M-V/def2-TZVPD) results for C4H3N3 as an isolated structure at a distorted geometry.

```
10
Properties=species:S:1:pos:R:3:forces:R:3
C 0.840729 -1.597645 -0.167807 -0.97 -1.87 0.01
C -1.347487 -0.693333 0.103373 0.03 0.36 0.13
C 1.652978 0.112063 0.108956 0.44 1.91 0.14
N 0.470243 0.807740 -0.312297 0.46 0.09 0.32
N 2.783838 0.260472 0.391000 -1.23 -0.25 -0.18
C -0.882156 0.551484 -0.081102 0.09 -0.29 0.20
N -0.321558 -1.620396 0.076211 0.78 -0.15 -0.40
H -2.365158 -1.021909 0.259854 0.19 0.24 0.02
H -1.543224 1.415774 -0.066785 0.32 -0.15 -0.11
H 0.711795 1.785749 -0.311399 -0.11 0.10 -0.13
```
Forces are in eV/Å.

Properties
total energy = -8662.674 eV
molecular weight = 93.089 g/mol
highest occupied orbital energy = -9.31 eV
ΔE to the lowest compared entry with this formula, charge and spin = 86.2 kcal/mol

---

7.
DFT (ωB97M-V/def2-TZVPD) results for a single C4H3N3O molecule at a distorted geometry.

```
11
Properties=species:S:1:pos:R:3:forces:R:3
O -1.311433 1.181367 0.767329 -0.91 0.33 0.75
C -0.229940 -0.585523 -0.177397 -0.51 -0.47 0.35
C -1.548009 -0.242492 0.445052 0.93 0.42 -0.01
N 0.437052 -1.530472 -0.727551 -0.30 -0.15 0.19
H -1.778861 -0.799946 1.366904 0.21 0.32 -0.27
N 1.769039 -1.024247 -0.923062 0.27 0.12 0.01
H 2.697556 0.815749 -0.630477 0.84 0.13 0.10
H -2.412562 -0.169821 -0.180582 -0.43 -0.47 -0.57
C 0.573625 0.576946 0.020331 0.03 1.16 0.41
C 1.863679 0.182274 -0.469729 -0.67 -0.16 -0.66
N -0.060146 1.596167 0.509183 0.54 -1.25 -0.29
```
Forces are in eV/Å.

Properties
total energy = -10710.219 eV
SMILES = C1=NN=C2CON=C12
molecular weight = 109.088 g/mol
highest occupied orbital energy = -10.48 eV
ΔE to the lowest compared entry with this formula, charge and spin = 79.1 kcal/mol

---

8.
DFT (ωB97M-V/def2-TZVPD) results for a single C4H3N3O molecule at a distorted geometry.

```
11
Properties=species:S:1:pos:R:3:forces:R:3
C -0.955745 0.864395 -0.087660 -0.79 0.12 -1.02
C 1.761128 -1.466464 0.406786 2.45 -5.96 -0.08
N 0.766888 0.455437 1.322679 -1.50 -1.44 -1.08
O -0.314171 -0.557806 -1.920157 -1.78 -1.10 -4.09
N 2.327280 -2.524139 0.499231 -2.24 5.10 -0.44
H -1.909282 1.282773 -0.568418 1.68 -0.24 1.35
H -1.146300 -0.234713 -2.419200 2.02 -0.66 1.54
N -0.320873 1.224684 1.094652 -1.41 0.03 2.71
H -0.810440 1.522924 2.099257 1.64 -0.67 -3.99
C 0.788742 -0.453797 0.297281 0.15 2.80 0.31
C -0.187227 -0.113294 -0.724452 -0.22 2.03 4.80
```
Forces are in eV/Å.

Properties
total energy = -10711.678 eV
SMILES = N#Cc1n[nH]cc1O
molecular weight = 109.088 g/mol
highest occupied orbital energy = -9.20 eV
ΔE to the lowest compared entry with this formula, charge and spin = 45.5 kcal/mol